Entry 1:
# C4H6N2O

A single C4H6N2O molecule (the ωB97M-V functional and the def2-TZVPD basis, the Open Molecules 2025 dataset).

Each line ends with the Mulliken charge.
Geometry (Å):
N  -1.7591  0.6607  -0.2732  -0.733
C  -0.3370  0.5912  0.0559  1.002
C  0.0666  -0.8220  0.2590  -0.137
O  -0.7662  -1.8109  0.4991  -0.511
N  1.3452  -0.9108  0.0796  0.001
C  1.8218  0.3949  -0.4432  -0.269
C  0.8319  1.2933  -0.6376  -1.066
H  -1.8973  1.4035  -0.9533  0.265
H  -2.2985  0.9017  0.5522  0.270
H  -1.6442  -1.4426  0.2462  0.371
H  1.8688  -1.7730  0.1668  0.247
H  2.8962  0.4487  -0.5863  0.402
H  -0.1282  1.0652  1.0348  0.159

The value obtained for the energy relative to the best compared isomer or geometry (same formula, charge and spin) is 91.2 kcal/mol. The HOMO energy is -7.44 eV. The calculation puts the HOMO-LUMO gap at 7.9 eV.


Entry 2:
# C5H12ClCrMnO2

A molecular structure, C5H12ClCrMnO2 at a distorted geometry (the ωB97M-V functional and the def2-TZVPD basis, the Open Molecules 2025 dataset).

Each line ends with the Mulliken spin population.
Geometry (Å):
Cr  0.7615  -1.8484  -0.8926  3.344
Cl  1.7198  -3.4624  -2.0071  0.060
C  1.7749  -0.1411  -0.8270  -0.151
C  -1.0003  -1.2803  -1.6348  -0.177
H  2.2540  -0.3663  -1.7853  0.003
H  1.5192  0.9423  -0.8183  0.015
H  2.5348  -0.3366  -0.0422  0.012
H  -0.7764  -1.6191  -2.6342  0.011
H  -1.5038  -0.2877  -1.6716  0.029
H  -1.6919  -2.0101  -1.1692  0.012
Mn  -0.3873  0.9924  -0.1430  4.895
C  0.2237  -1.8005  1.0230  -0.198
C  -1.0426  2.8181  -0.8717  0.028
H  -0.4342  -2.6765  0.9727  0.009
H  1.1986  -2.0841  1.4054  0.007
H  -0.2206  -0.9620  1.5527  0.035
H  -1.9331  2.9008  -1.5090  0.023
H  -0.3063  3.5855  -1.1544  0.024
O  -1.4132  1.9000  4.1016  0.004
C  -0.6831  1.9188  3.0993  0.009
O  -0.7671  1.2177  2.0135  -0.006
H  0.1736  2.5998  2.9921  0.010

As for the net charge: -2. The HOMO energy (alpha / beta) is 1.93 / 1.66 eV. The calculation puts the HOMO-LUMO gap (alpha / beta) at 3.2 / 3.4 eV. As for the multiplicity: 9.


Entry 3:
# C50H43AgIN7OP

A molecular structure, C50H43AgIN7OP (the ωB97M-V functional and the def2-TZVPD basis, the Open Molecules 2025 dataset).

Each line ends with the Mulliken charge.
Geometry (Å):
Ag  -0.2568  -0.4387  -0.4991  1.461
C  1.6129  4.9815  1.0433  -1.081
N  0.8866  3.9444  0.3191  0.369
C  0.8904  2.6050  0.5726  -0.682
N  0.1568  1.9667  -0.3153  1.101
C  -0.3479  2.9079  -1.1749  -0.984
C  0.1090  4.1517  -0.7942  0.794
C  -0.1082  5.4731  -1.4106  -0.160
C  0.2111  5.6638  -2.7543  -0.151
C  -0.0255  6.8880  -3.3611  -0.754
C  -0.5765  7.9336  -2.6313  -0.401
C  -0.8932  7.7513  -1.2921  -0.821
C  -0.6632  6.5254  -0.6841  -0.097
C  -1.2331  2.5322  -2.2898  0.260
C  -2.3875  3.2593  -2.5685  -0.287
C  -3.2481  2.8466  -3.5762  -0.876
C  -2.9656  1.7036  -4.3123  -0.460
C  -1.8067  0.9852  -4.0518  -0.938
C  -0.9442  1.4010  -3.0506  -0.502
P  1.9245  1.7931  1.8412  -0.716
C  2.7810  0.6172  0.7267  -0.868
N  2.1621  -0.2036  -0.0871  0.596
C  3.1171  -0.8874  -0.7845  -0.388
C  4.3620  -0.4598  -0.3789  0.504
N  4.1316  0.5000  0.5807  0.511
C  5.1570  1.2120  1.3351  -1.052
C  5.7077  -0.8933  -0.7944  -0.241
C  6.0688  -2.2339  -0.6771  -0.103
C  7.3194  -2.6602  -1.0985  -0.771
C  8.2223  -1.7511  -1.6341  -0.382
C  7.8700  -0.4133  -1.7511  -0.796
C  6.6169  0.0137  -1.3363  -0.004
C  2.7196  -1.8719  -1.8064  0.400
C  1.5891  -2.6638  -1.5908  -0.930
C  1.1434  -3.5433  -2.5664  -0.865
C  1.8319  -3.6539  -3.7670  -0.473
C  2.9703  -2.8878  -3.9794  -0.697
C  3.4121  -2.0005  -3.0081  -0.454
C  0.7345  0.6204  2.5857  -0.964
N  -0.0228  -0.2555  1.9549  1.403
C  -0.5432  -1.0966  2.9051  -0.761
C  -0.1106  -0.6873  4.1496  0.405
N  0.7077  0.3908  3.9311  0.444
C  1.3623  1.1754  4.9726  -1.074
C  -0.4328  -1.1997  5.4941  -0.449
C  0.5649  -1.6870  6.3358  0.055
C  0.2394  -2.1997  7.5833  -0.811
C  -1.0855  -2.2329  7.9977  -0.383
C  -2.0838  -1.7464  7.1634  -0.700
C  -1.7598  -1.2295  5.9182  -0.043
C  -1.3613  -2.2745  2.5573  0.201
C  -2.2025  -2.2506  1.4462  0.215
C  -2.9402  -3.3678  1.0854  -1.066
C  -2.8530  -4.5311  1.8367  -0.520
C  -2.0189  -4.5661  2.9459  -0.735
C  -1.2755  -3.4514  3.3020  -0.517
H  2.4572  4.5371  1.5612  0.415
H  1.9732  5.7254  0.3377  0.375
H  0.9726  5.4744  1.7731  0.321
H  0.6357  4.8429  -3.3201  0.455
H  0.2240  7.0267  -4.4061  0.416
H  -0.7608  8.8884  -3.1068  0.411
H  -1.3296  8.5622  -0.7215  0.404
H  -0.9327  6.3780  0.3560  0.437
H  -2.6163  4.1464  -1.9892  0.536
H  -4.1444  3.4177  -3.7839  0.432
H  -3.6468  1.3744  -5.0869  0.428
H  -1.5687  0.1074  -4.6392  0.474
H  -0.0165  0.8632  -2.8781  0.807
H  6.0444  0.5898  1.4008  0.400
H  5.4220  2.1519  0.8521  0.302
H  4.7912  1.4230  2.3360  0.406
H  5.3610  -2.9416  -0.2618  0.497
H  7.5908  -3.7042  -1.0041  0.413
H  9.1982  -2.0856  -1.9621  0.410
H  8.5680  0.2975  -2.1754  0.401
H  6.3361  1.0552  -1.4491  0.436
H  1.0921  -2.6340  -0.6243  1.015
H  0.2712  -4.1579  -2.3805  0.459
H  1.4881  -4.3397  -4.5309  0.425
H  3.5124  -2.9715  -4.9133  0.425
H  4.2909  -1.3932  -3.1885  0.501
H  0.7525  1.1487  5.8712  0.393
H  2.3481  0.7757  5.2087  0.306
H  1.4702  2.2035  4.6423  0.429
H  1.5981  -1.6822  6.0059  0.445
H  1.0200  -2.5824  8.2294  0.399
H  -1.3402  -2.6403  8.9676  0.414
H  -3.1184  -1.7673  7.4840  0.411
H  -2.5366  -0.8562  5.2605  0.508
H  -2.3115  -1.3368  0.8773  0.370
H  -3.5960  -3.3197  0.2244  0.507
H  -3.4312  -5.4036  1.5609  0.432
H  -1.9356  -5.4727  3.5322  0.431
H  -0.6119  -3.5037  4.1557  0.486
N  -2.6084  1.9051  0.9943  0.167
C  -3.2707  1.0455  0.1943  0.550
O  -2.6997  0.3213  -0.6122  -0.593
C  -4.7765  1.0320  0.3147  -1.445
I  -5.3524  0.1329  2.1736  0.065
H  -1.5988  1.8869  0.9683  -0.238
H  -3.0821  2.4011  1.7280  0.222
H  -5.2000  0.4257  -0.4746  0.478
H  -5.2000  2.0320  0.3066  0.497

As for the net charge: +1. The HOMO energy is -10.16 eV. The calculation puts the HOMO-LUMO gap at 8.3 eV.


Entry 4:
# C19H41BEuN6Si4Te

A molecular structure, C19H41BEuN6Si4Te at a distorted geometry (the ωB97M-V functional and the def2-TZVPD basis, the Open Molecules 2025 dataset).

Each line ends with the Mulliken spin population.
Geometry (Å):
C  4.1133  -0.0930  -0.5603  -0.004
N  3.4274  1.0462  -0.9885  -0.062
N  4.1647  2.0625  -1.4504  0.015
C  5.4338  1.6323  -1.3633  0.002
C  5.4458  0.3246  -0.8148  0.002
B  3.5585  3.4525  -1.9404  -0.009
N  2.4274  3.2947  -3.0156  0.001
N  1.3731  2.4154  -2.8375  -0.011
C  0.5644  2.4823  -3.9165  -0.003
C  1.1207  3.4123  -4.8048  -0.001
C  2.2805  3.8913  -4.2049  0.000
Eu  1.4415  1.2180  -0.8602  6.153
N  3.0409  4.2972  -0.7333  0.000
N  2.0192  3.8574  0.0753  0.001
C  1.8776  4.8027  1.0431  0.002
C  2.8193  5.8393  0.8532  0.001
C  3.5284  5.4779  -0.2913  0.001
H  1.1392  4.7181  1.8287  0.001
H  4.3375  5.9457  -0.8304  0.000
H  2.9788  6.7214  1.4341  0.000
H  4.4715  4.0162  -2.4293  0.000
H  3.0295  4.6003  -4.5093  0.000
H  6.1337  2.2854  -1.6843  0.000
H  0.7233  3.6850  -5.7449  0.000
H  6.2074  -0.2721  -0.6104  0.000
H  -0.3236  1.8522  -3.9569  0.001
H  3.5298  -0.8962  -0.1675  0.007
H  0.1055  2.6328  -0.3377  -0.008
C  -0.6435  1.7710  -0.6986  0.050
H  -1.0975  2.1465  -1.6605  0.003
H  -0.3647  0.5116  -1.1338  -0.026
H  -1.1529  1.3841  0.2119  -0.029
C  0.7739  -4.1807  1.9384  0.018
Si  -0.8355  -3.4198  2.5113  0.060
C  -2.1287  -4.7666  2.5100  0.010
C  -0.6175  -2.8285  4.2691  0.004
Si  -1.2449  -1.5383  1.1787  -0.017
Te  0.8978  -0.4399  1.6245  0.707
Si  -1.4340  -2.3144  -1.0150  -0.008
C  -2.4625  -3.8676  -1.1204  0.006
C  -2.2273  -1.1203  -2.2115  -0.004
C  0.2960  -2.6948  -1.6203  0.026
Si  -3.2496  -0.5424  1.8820  0.095
C  -4.5701  -1.8519  2.0090  0.005
C  -2.9552  0.2452  3.5424  0.007
C  -3.8549  0.7579  0.6945  0.014
H  1.0131  -4.9927  2.6370  0.003
H  1.5834  -3.4428  1.9482  -0.001
H  0.6633  -4.5990  0.9334  -0.003
H  -1.7582  -5.5565  3.1783  0.003
H  -3.0882  -4.4092  2.8939  -0.002
H  -2.2705  -5.1962  1.5148  -0.001
H  0.1558  -2.0549  4.3245  -0.001
H  -1.5627  -2.4416  4.6619  0.000
H  -0.3096  -3.6964  4.8662  0.002
H  -3.4748  -3.6910  -0.7395  0.000
H  -2.5254  -4.1463  -2.1813  0.001
H  -1.9889  -4.6867  -0.5729  0.001
H  -1.7090  -0.1635  -2.2866  0.003
H  -2.2006  -1.6028  -3.1983  0.000
H  -3.2736  -0.9495  -1.9404  0.000
H  0.9253  -1.7972  -1.6122  -0.012
H  0.7723  -3.4659  -1.0079  -0.001
H  0.2107  -3.0600  -2.6520  0.001
H  -4.3118  -2.5899  2.7734  -0.001
H  -5.5028  -1.3522  2.3015  0.003
H  -4.7204  -2.3507  1.0448  0.000
H  -2.1797  1.0146  3.4576  -0.002
H  -3.8967  0.7132  3.8554  0.001
H  -2.6527  -0.4950  4.2881  -0.001
H  -3.1462  1.5850  0.6044  -0.001
H  -4.0539  0.3276  -0.2907  -0.005
H  -4.7961  1.1458  1.1046  0.004

As for the net charge: +2. The HOMO energy (alpha / beta) is -13.97 / -13.83 eV. The calculation puts the HOMO-LUMO gap (alpha / beta) at 6.6 / 5.1 eV. As for the multiplicity: 8.